83
Properties=species:S:1:pos:R:3:forces:R:3 method="wB97M-V/def2-TZVPD" charge=+2 e_above_lowest_kcal_mol=12.2 e_lumo_ev=-6.28 fmax_ev_per_a=1.57 homo_lumo_gap_ha=0.263
C 0.660 -1.375 -2.821 -0.28 -0.41 -0.06
C -0.329 -1.822 -1.907 -0.14 0.29 -0.55
C -1.663 -1.959 -2.359 0.04 0.08 0.35
C -1.991 -1.738 -3.698 0.07 0.34 -0.09
C -0.988 -1.423 -4.605 -0.08 0.01 -0.06
C 0.335 -1.261 -4.180 -0.03 -0.02 -0.06
P 0.115 -2.008 -0.130 -0.62 -0.90 0.18
C -1.191 -3.135 0.602 -0.27 0.56 -0.65
C -2.325 -2.648 1.313 0.28 0.02 -0.69
C -3.390 -3.517 1.549 -0.43 0.31 0.18
C -3.355 -4.849 1.135 0.42 0.11 -0.18
C -2.247 -5.327 0.422 -0.04 0.43 0.26
C -1.173 -4.462 0.159 -0.42 -0.21 -0.05
Lu -1.331 0.067 0.535 0.79 -0.79 1.09
P 0.173 2.075 -0.189 -0.21 1.54 -0.06
C -1.320 2.083 -1.310 -0.23 0.88 0.61
C -1.104 2.463 -2.629 -0.22 0.11 0.05
C -2.073 2.199 -3.607 -0.60 0.24 0.46
C -3.349 1.784 -3.209 0.53 -0.21 -0.51
C -3.624 1.535 -1.866 -0.40 0.00 0.83
C -2.646 1.713 -0.863 0.54 0.01 -1.19
C -0.025 3.595 0.801 -0.38 -0.39 0.75
C 0.829 3.703 1.919 -0.38 0.09 -0.21
C 0.609 4.736 2.827 0.06 0.03 0.02
C -0.466 5.622 2.660 0.05 -0.27 -0.14
C -1.345 5.474 1.584 0.22 -0.04 -0.06
C -1.123 4.461 0.650 0.25 -0.32 0.06
C 1.689 2.282 -1.134 0.32 -0.21 0.10
C 2.714 1.324 -0.965 -0.51 0.45 -0.25
C 3.917 1.516 -1.636 0.13 0.15 -0.02
C 4.108 2.654 -2.436 -0.14 -0.22 0.17
C 3.104 3.619 -2.568 -0.20 -0.10 0.27
C 1.898 3.450 -1.888 0.25 -0.27 0.01
C 1.681 -2.868 -0.014 0.99 0.04 0.10
C 2.169 -3.620 -1.097 -0.10 0.14 0.07
C 3.414 -4.242 -1.033 -0.03 0.12 0.29
C 4.181 -4.119 0.128 -0.33 0.26 0.11
C 3.707 -3.359 1.213 0.12 -0.18 -0.08
C 2.467 -2.725 1.156 -0.17 0.02 -0.42
H 1.612 2.945 2.079 -0.28 0.56 -0.03
H 1.262 4.840 3.695 -0.20 -0.02 -0.26
H -0.631 6.409 3.395 0.04 -0.20 -0.20
H -2.206 6.135 1.466 0.32 -0.17 0.07
H -1.816 4.300 -0.179 0.19 0.25 0.23
H -0.158 2.991 -2.838 -0.92 -0.74 -0.16
H -1.850 2.308 -4.670 -0.11 0.30 0.34
H -4.127 1.665 -3.978 0.37 -0.11 0.56
H -4.628 1.189 -1.594 0.35 0.39 0.00
H -2.937 1.761 0.224 0.02 0.01 -0.85
H 2.564 0.476 -0.283 0.09 0.27 -0.41
H 4.718 0.786 -1.509 -0.18 0.29 -0.09
H 5.064 2.798 -2.933 -0.20 -0.04 0.04
H 3.251 4.517 -3.168 0.09 -0.29 0.17
H 1.126 4.226 -1.928 0.34 -0.21 0.03
H 1.589 -3.689 -2.017 0.09 -0.07 0.23
H 3.778 -4.802 -1.895 -0.08 0.12 0.32
H 5.156 -4.601 0.187 -0.24 0.14 0.02
H 4.327 -3.262 2.109 -0.26 -0.03 -0.33
H 2.110 -2.109 1.993 0.18 -0.38 -0.38
H -2.442 -1.584 1.680 0.17 -1.35 0.02
H -4.294 -3.135 2.036 0.43 -0.19 -0.04
H -4.202 -5.501 1.354 0.27 0.19 -0.12
H -2.248 -6.353 0.054 0.14 0.28 0.12
H -0.335 -4.802 -0.454 -0.24 0.01 0.30
H -2.456 -2.233 -1.659 0.21 -0.17 -0.14
H -3.014 -1.768 -4.087 0.31 -0.23 0.51
H -1.294 -1.278 -5.648 0.47 -0.10 0.38
H 1.081 -1.033 -4.955 -0.16 0.02 0.66
H 1.674 -1.171 -2.447 -0.41 -0.19 -0.39
H 0.251 1.590 -4.119 1.17 -0.93 0.50
H 0.639 1.193 -3.579 -0.26 0.53 -1.21
F 0.554 -0.350 7.723 -0.20 0.04 -0.99
C 0.177 -0.293 6.431 0.24 -0.10 0.90
C -0.279 0.918 5.907 0.06 0.62 0.49
F -0.247 2.070 6.623 -0.18 -1.30 -0.45
C -0.728 0.955 4.604 -0.11 -0.08 -1.38
F -1.227 2.095 4.059 0.49 -0.61 0.43
C -0.593 -0.162 3.749 0.44 0.02 1.05
O -0.748 -0.072 2.427 -1.08 0.42 -0.57
C -0.150 -1.362 4.324 0.15 -0.33 -0.96
F 0.001 -2.458 3.527 -0.12 0.74 0.39
C 0.243 -1.445 5.639 0.25 -0.04 1.02
F 0.722 -2.600 6.149 -0.49 1.02 -0.45



84
Properties=species:S:1:pos:R:3:forces:R:3 method="wB97M-V/def2-TZVPD" charge=+1 e_lumo_ev="-4.69 / -4.69" fmax_ev_per_a=2.65 homo_lumo_gap_ha="0.198 / 0.198"
Ir 1.071 -0.486 -0.260 -2.27 0.32 1.34
O -2.442 -3.161 0.626 0.19 0.05 0.14
C -1.389 -2.583 0.759 -0.88 -0.50 0.04
N -1.074 -1.302 0.362 1.13 0.56 -0.57
C -2.040 -0.374 0.149 -0.15 0.04 -0.09
O -3.215 -0.471 0.428 -0.04 0.12 -0.06
C -1.528 0.929 -0.448 -0.76 0.25 0.04
C -2.499 1.860 -0.805 0.20 -0.03 0.07
C -2.115 3.081 -1.325 0.13 -0.09 0.04
C -0.761 3.345 -1.458 -0.15 -0.16 0.10
C 0.142 2.373 -1.074 0.38 0.42 -0.08
N -0.221 1.185 -0.590 0.28 -0.40 0.04
C -0.155 -3.271 1.267 1.02 -0.54 0.02
C 0.116 -4.618 1.364 -0.39 0.28 0.27
C 1.421 -5.086 1.595 0.01 0.32 -0.25
C 2.629 -4.476 1.232 0.03 -0.33 0.54
C 2.795 -3.370 0.411 -0.40 1.08 -0.18
N 0.930 -2.440 1.404 -0.85 -0.77 1.13
H -3.534 1.593 -0.651 0.00 -0.03 0.01
H -2.851 3.816 -1.608 -0.10 0.08 -0.05
H -0.402 4.285 -1.846 0.06 0.06 -0.01
H 1.204 2.567 -1.143 0.01 -0.12 -0.09
H -0.706 -5.320 1.344 -0.08 -0.03 -0.13
H 1.504 -6.088 1.992 0.04 -0.17 -0.08
H 3.524 -5.046 1.445 0.06 -0.09 -0.01
H 3.744 -3.224 -0.086 0.04 -0.18 -0.32
Te 3.385 0.760 -0.624 -0.07 -0.39 -0.18
C 4.705 -0.825 -1.227 -0.36 0.44 0.10
C 5.591 -1.367 -0.305 -0.03 -0.03 -0.01
C 6.416 -2.408 -0.706 -0.07 0.25 0.30
N 6.402 -2.900 -1.929 0.51 -0.68 -0.18
C 5.598 -2.357 -2.821 -0.27 0.20 -0.20
C 4.738 -1.308 -2.527 -0.07 -0.01 0.04
C 1.714 -2.449 0.186 0.48 -0.40 -0.40
P 0.660 -3.167 -1.395 -0.38 -0.43 -0.53
C 1.844 -3.940 -2.534 0.24 -0.07 -0.08
C 1.903 -3.614 -3.892 -0.02 0.11 0.30
C 2.742 -4.309 -4.743 0.09 -0.22 -0.11
C 3.505 -5.366 -4.272 -0.04 0.07 -0.03
C 3.400 -5.746 -2.942 0.04 -0.03 -0.04
C 2.565 -5.053 -2.088 -0.03 0.15 -0.10
C 0.087 -1.718 -2.382 1.04 0.28 0.37
C 0.987 -0.820 -2.982 0.17 -0.19 0.55
C 0.513 0.223 -3.765 -0.29 0.49 -0.20
C -0.849 0.388 -3.955 0.58 0.15 -0.03
C -1.742 -0.508 -3.382 -0.06 -0.47 0.27
C -1.282 -1.559 -2.606 -0.32 0.13 -0.15
P 0.775 -0.925 2.231 1.66 -1.30 -1.20
C -0.653 -1.353 3.279 -0.11 0.81 -0.26
C -0.704 -2.604 3.898 0.26 0.03 0.03
C -1.856 -2.995 4.555 -0.02 -0.01 0.01
C -2.951 -2.147 4.613 0.06 0.10 -0.01
C -2.881 -0.884 4.045 -0.05 0.08 0.02
C -1.737 -0.489 3.373 0.05 -0.02 0.00
C 2.228 -1.129 3.334 -0.25 0.82 -0.13
C 2.124 -1.291 4.711 -0.15 0.06 -0.05
C 3.270 -1.464 5.468 0.04 -0.05 0.13
C 4.518 -1.456 4.868 -0.01 -0.01 -0.02
C 4.626 -1.261 3.501 0.01 -0.06 0.00
C 3.484 -1.089 2.743 -0.05 -0.01 -0.30
H 5.641 -0.982 0.700 0.03 0.02 0.16
H 7.118 -2.862 -0.019 0.05 0.00 0.13
H 5.646 -2.775 -3.817 -0.07 -0.01 -0.14
H 4.135 -0.875 -3.311 -0.07 0.01 -0.03
H 1.283 -2.829 -4.296 0.06 0.05 -0.04
H 2.790 -4.028 -5.785 -0.01 0.00 -0.10
H 4.154 -5.908 -4.942 0.08 -0.03 -0.06
H 3.959 -6.594 -2.575 0.04 -0.06 0.02
H 2.465 -5.381 -1.066 0.01 -0.09 -0.02
H 2.049 -1.013 -2.918 0.00 0.04 0.02
H 1.218 0.895 -4.232 0.03 0.09 -0.03
H -1.214 1.202 -4.563 -0.03 0.06 -0.07
H -2.801 -0.393 -3.550 -0.13 -0.02 -0.01
H -1.984 -2.262 -2.180 -0.04 -0.05 0.10
H 0.152 -3.264 3.871 0.00 -0.01 0.00
H -1.904 -3.971 5.015 0.03 -0.06 0.04
H -3.853 -2.468 5.110 -0.08 0.00 0.04
H -3.720 -0.208 4.109 -0.08 0.01 -0.02
H -1.686 0.487 2.910 -0.09 0.07 -0.05
H 1.157 -1.285 5.193 -0.04 0.02 0.07
H 3.192 -1.602 6.535 -0.05 0.00 0.10
H 5.407 -1.590 5.463 0.09 0.00 0.10
H 5.599 -1.232 3.035 0.09 0.00 -0.05
H 3.553 -0.913 1.677 0.09 0.04 0.04



90
Properties=species:S:1:pos:R:3:forces:R:3 method="wB97M-V/def2-TZVPD" multiplicity=3 charge=+1 e_above_lowest_kcal_mol=5.0 e_lumo_ev="-2.79 / -2.76" fmax_ev_per_a=1.96 homo_lumo_gap_ha="0.178 / 0.275"
Ti 1.817 -1.075 -0.695 -0.44 1.37 -0.64
Br -2.141 -6.744 1.155 0.05 0.04 -0.01
C -1.019 -5.455 0.336 -0.10 -0.07 -0.07
C -1.211 -5.143 -1.006 -0.07 -0.09 0.00
C -0.387 -4.204 -1.601 0.22 0.24 -0.17
C 0.602 -3.537 -0.881 -0.26 -0.61 0.20
O 1.363 -2.603 -1.497 -0.75 -1.60 -0.68
C 0.781 -3.848 0.500 0.32 0.21 -0.20
C 1.805 -3.221 1.288 -0.25 -0.22 0.19
N 2.420 -2.117 0.847 0.77 -0.66 1.25
C 3.622 -1.628 1.316 -0.08 -0.24 0.06
C 4.159 -1.766 2.595 -0.21 -0.08 -0.11
C 5.398 -1.193 2.895 0.19 0.11 -0.09
C 6.139 -0.526 1.945 0.11 -0.05 0.27
C 5.653 -0.409 0.621 -0.06 -0.02 -0.09
C 6.376 0.162 -0.444 -0.12 -0.05 -0.04
C 5.832 0.175 -1.712 0.27 0.10 -0.01
C 4.556 -0.323 -1.919 -0.28 -0.14 0.35
N 3.814 -0.838 -0.928 1.92 0.38 -0.10
C 4.371 -0.927 0.320 0.19 -0.08 -0.03
C -0.035 -4.843 1.072 0.06 0.05 0.07
H -1.987 -5.636 -1.577 0.07 0.02 0.04
H -0.492 -3.972 -2.656 -0.02 -0.01 0.08
H 2.135 -3.715 2.197 -0.02 0.05 0.04
H 3.616 -2.318 3.355 0.03 0.01 -0.04
H 5.792 -1.297 3.900 -0.01 0.01 -0.06
H 7.109 -0.113 2.194 -0.07 -0.02 -0.04
H 7.366 0.564 -0.265 -0.04 0.00 0.01
H 6.386 0.576 -2.551 -0.03 -0.02 0.05
H 4.108 -0.306 -2.901 -0.08 0.03 -0.06
H 0.112 -5.111 2.111 -0.01 0.03 -0.03
C -0.667 2.286 -4.478 -0.21 -0.07 0.11
N 0.230 1.297 -3.873 0.02 0.34 -0.10
C 0.773 1.322 -2.660 -0.26 -0.02 0.03
N 1.398 0.182 -2.422 -0.01 0.22 -0.98
C 1.239 -0.504 -3.604 -0.11 0.18 0.05
N 0.529 0.140 -4.496 -0.03 -0.03 0.16
C -2.088 2.182 -3.953 0.14 -0.08 0.01
C -3.156 2.004 -4.821 0.03 -0.04 -0.04
C -4.455 1.930 -4.327 -0.06 0.00 -0.05
C -4.698 2.020 -2.967 -0.08 0.00 0.07
C -3.627 2.190 -2.092 0.16 0.01 -0.08
C -2.335 2.279 -2.590 0.00 0.03 0.05
C -3.853 2.264 -0.652 -0.22 0.00 0.43
N -4.971 2.245 -0.010 0.00 0.00 -0.09
N -4.661 2.320 1.337 0.06 -0.03 0.10
C -3.374 2.377 1.423 -0.44 -0.05 -0.28
O -2.796 2.347 0.197 0.46 0.05 -0.13
C -2.551 2.439 2.628 0.20 0.02 0.05
C -3.161 2.458 3.879 -0.11 0.02 -0.08
C -2.373 2.484 5.018 -0.02 0.01 0.06
C -0.989 2.488 4.918 0.03 -0.01 0.05
C -0.375 2.481 3.671 0.07 -0.08 -0.11
C 1.143 2.498 3.586 -0.24 0.04 -0.03
N 1.626 2.015 2.301 -0.03 0.00 0.30
C 1.732 0.750 1.899 -0.06 0.27 0.12
N 1.980 0.721 0.601 0.01 0.76 0.19
C 2.058 2.045 0.274 0.08 -0.03 -0.14
N 1.833 2.861 1.271 0.00 -0.20 0.04
C -1.162 2.461 2.528 -0.02 -0.04 -0.04
H -0.637 2.112 -5.548 0.04 0.00 -0.09
H -0.263 3.275 -4.275 0.10 0.04 0.00
H 0.673 2.155 -1.985 -0.05 -0.05 -0.01
H 1.629 -1.492 -3.773 0.03 -0.07 0.02
H -2.977 1.918 -5.888 -0.03 0.01 0.08
H -5.282 1.795 -5.013 0.05 0.01 0.05
H -5.705 1.966 -2.568 0.08 -0.01 -0.06
H -1.526 2.429 -1.887 0.01 0.00 -0.01
H -4.243 2.451 3.940 0.08 -0.01 0.03
H -2.841 2.497 5.994 0.02 -0.01 -0.04
H -0.384 2.489 5.820 -0.04 0.02 -0.06
H 1.572 1.874 4.366 0.06 -0.03 0.05
H 1.522 3.510 3.708 0.09 0.04 -0.02
H 1.670 -0.095 2.567 -0.06 0.02 -0.08
H 2.337 2.410 -0.702 -0.01 -0.08 0.02
H -0.711 2.460 1.543 0.03 0.00 0.02
C -4.557 -1.176 0.586 0.00 -0.02 0.03
C -3.090 -1.067 0.308 0.02 -0.02 -0.01
C -2.577 -0.981 -0.981 -0.11 -0.06 -0.03
C -1.213 -0.923 -1.182 -0.07 0.01 -0.06
N -0.304 -0.921 -0.195 -1.16 0.19 0.20
C -0.808 -1.009 1.044 0.06 -0.09 0.15
C -2.152 -1.078 1.336 -0.09 -0.01 0.09
H -5.127 -1.347 -0.326 0.01 0.01 0.00
H -4.927 -0.262 1.052 -0.01 0.02 0.00
H -4.752 -1.994 1.281 0.01 0.00 -0.04
H -3.240 -0.995 -1.838 0.05 0.02 0.00
H -0.838 -0.925 -2.194 0.08 0.05 -0.08
H -0.093 -1.090 1.847 0.09 0.03 0.05
H -2.469 -1.180 2.368 0.05 0.03 -0.03



no.,calculated total energy (a.u.)
1,-4111.8943
2,-3043.9446
3,-5796.5395